[1]
Computed, not measured: a molecular structure, C40H35CsN3O2P2S2, with the ωB97M-V functional and the def2-TZVPD basis.

```
85
Properties=species:S:1:pos:R:3:forces:R:3:mulliken_charge:R:1
Cs -1.274630 -0.038325 -0.103984 -0.01 0.01 0.01 1.52
C 0.362062 1.337112 3.951818 -0.01 0.03 -0.01 -0.64
P 0.360834 2.117852 2.282129 -0.01 -0.09 -0.09 0.29
C 0.761437 3.871759 2.656453 -0.04 0.00 0.10 0.49
C 1.420103 4.674038 1.723588 0.01 0.01 -0.04 -0.58
C 1.609206 6.029306 1.951129 0.00 -0.01 -0.02 -0.59
C 1.136202 6.617848 3.115962 -0.01 -0.01 0.01 -0.51
C 0.477763 5.833417 4.051890 0.01 0.02 0.00 -0.59
C 0.292796 4.476679 3.824760 0.02 0.01 -0.04 -0.48
C 1.958295 1.565832 1.562806 0.03 0.04 0.05 0.54
C 3.030579 1.112973 2.331132 0.00 -0.01 -0.01 -0.39
C 4.222951 0.743862 1.729366 0.00 0.01 -0.01 -0.38
C 4.367536 0.820932 0.348885 0.01 0.00 0.01 -0.75
C 3.304176 1.251293 -0.428471 -0.01 0.00 0.00 -0.61
C 2.106768 1.612853 0.178404 -0.02 0.00 -0.04 -0.32
C 0.456016 -0.152606 3.789607 -0.02 0.02 -0.02 -0.22
C 1.101702 -1.067930 4.609957 0.02 0.00 0.00 -1.37
C 0.915577 -2.327635 3.993119 -0.01 0.02 0.01 -0.53
C 0.171902 -2.080126 2.846433 0.00 -0.04 0.02 -0.47
C -0.235909 -3.070856 1.798250 0.02 0.07 0.01 -0.67
P 0.893912 -2.934573 0.324820 -0.02 -0.02 0.00 0.23
C 0.303683 -4.340876 -0.701597 0.00 0.00 0.00 0.58
C -0.977340 -4.215580 -1.247971 0.01 0.00 0.00 -0.51
C -1.505112 -5.193507 -2.074734 0.00 0.00 0.01 -0.61
C -0.751647 -6.317205 -2.388834 0.00 0.00 0.00 -0.49
C 0.528913 -6.445297 -1.873377 -0.01 0.00 0.00 -0.62
C 1.052498 -5.466609 -1.037273 0.01 0.00 0.00 -0.30
C 2.453669 -3.557022 1.047173 0.00 0.01 0.00 0.10
C 2.550013 -4.740975 1.777997 0.00 0.00 0.01 0.00
C 3.750836 -5.120388 2.353910 0.00 0.00 0.00 -0.74
C 4.874916 -4.313900 2.214329 0.00 0.00 0.00 -0.50
C 4.790149 -3.132470 1.496201 0.00 0.00 0.00 -0.37
C 3.584274 -2.758953 0.915393 0.00 0.00 -0.01 -0.50
N -0.105464 -0.753111 2.709184 -0.01 -0.06 -0.03 -0.08
H -0.581618 1.631303 4.425235 0.01 0.02 0.01 0.56
H 1.170305 1.726673 4.577225 0.00 -0.02 0.01 0.42
H 1.799882 4.231684 0.809758 -0.01 0.00 0.01 0.36
H 2.132692 6.626694 1.213984 0.00 0.00 0.00 0.42
H 1.282738 7.675795 3.293749 0.00 0.00 0.00 0.37
H 0.106135 6.278069 4.967174 0.00 0.00 0.00 0.38
H -0.223464 3.885101 4.569952 -0.01 -0.01 0.00 0.27
H 2.927354 1.022882 3.403815 0.00 0.00 0.00 0.27
H 5.040496 0.383944 2.342196 0.00 0.00 0.00 0.42
H 5.300808 0.530839 -0.118864 0.00 0.00 0.00 0.33
H 3.397186 1.298271 -1.506442 0.00 0.00 0.00 0.41
H 1.278153 1.943750 -0.441630 -0.01 0.05 0.03 0.68
H 1.628401 -0.853082 5.529840 0.00 -0.01 0.00 0.43
H 1.279503 -3.288485 4.330166 0.00 0.00 0.00 0.42
H -1.253975 -2.881040 1.440469 0.01 -0.04 0.03 0.60
H -0.219079 -4.088662 2.192503 0.00 -0.01 -0.02 0.45
H -1.568781 -3.328587 -1.043250 -0.01 -0.02 0.00 0.22
H -2.499033 -5.068557 -2.485495 0.00 0.00 0.00 0.39
H -1.157133 -7.080717 -3.040719 0.00 0.00 0.00 0.36
H 1.129557 -7.311646 -2.123231 0.00 0.00 0.00 0.37
H 2.056692 -5.581667 -0.649991 0.00 0.00 0.00 0.34
H 1.676188 -5.369796 1.903035 0.00 0.00 0.00 0.39
H 3.810138 -6.040194 2.922803 0.00 0.00 0.00 0.39
H 5.811452 -4.606036 2.673404 0.00 0.00 0.00 0.37
H 5.658195 -2.492344 1.394661 0.00 0.00 0.00 0.43
H 3.509541 -1.824271 0.372991 0.00 0.00 0.00 0.13
O -5.019258 2.218351 -4.941985 0.01 0.00 0.02 -0.71
C -5.084677 0.887616 -5.095829 0.01 0.00 0.00 0.42
C -5.878227 0.392618 -6.134789 0.00 0.01 0.00 -0.71
C -5.987903 -0.967055 -6.351924 0.00 0.00 0.00 -0.21
C -5.308630 -1.866940 -5.536344 0.00 0.00 0.00 -0.78
C -4.524663 -1.377301 -4.506702 -0.01 -0.01 0.00 -0.62
C -4.394274 -0.012533 -4.262667 0.00 0.00 -0.01 0.29
C -3.517959 0.412090 -3.114504 0.00 0.00 0.00 0.42
O -2.981794 -0.461413 -2.403200 -0.03 0.05 -0.01 -0.79
N -3.405027 1.742732 -2.989767 0.00 0.00 -0.01 -0.64
N -2.611638 2.126732 -1.932754 0.01 -0.02 0.00 -0.18
C -2.370809 3.366054 -1.856789 0.02 -0.01 -0.01 0.02
S -1.433019 4.013930 -0.501280 0.01 0.00 0.01 -0.02
C -1.023309 5.550299 -1.359571 0.01 0.00 0.00 -0.54
C -2.267770 5.989659 -2.111909 0.00 0.01 0.00 -0.63
S -2.906176 4.570732 -3.044268 -0.01 -0.01 -0.01 -0.18
H -4.399390 2.368543 -4.165399 -0.01 -0.01 -0.01 0.72
H -6.398617 1.107863 -6.759222 0.00 0.00 0.00 0.38
H -6.607652 -1.329093 -7.164252 0.00 0.00 0.00 0.35
H -5.390333 -2.933190 -5.704425 0.00 0.00 0.00 0.38
H -3.980787 -2.043499 -3.849619 0.00 0.00 0.00 0.58
H -0.193963 5.382071 -2.047366 0.00 0.00 0.00 0.31
H -0.724088 6.278097 -0.605258 0.00 0.00 0.00 0.36
H -2.042929 6.782194 -2.826201 0.00 0.00 0.00 0.37
H -3.028105 6.343712 -1.415768 0.00 0.00 0.00 0.29
```
Forces are in eV/Å.

The largest force on an atom is 0.0025 hartree/bohr. Its charge is -1. The total energy comes out at -91412.8080 eV. The value obtained for the energy relative to the best compared isomer or geometry (same formula, charge and spin) is 0.0 kJ/mol. As for the LUMO energy: 2.04 eV. As for the HOMO-LUMO gap: 6.1454 eV. For the HOMO energy, the calculation gives -4.10 eV.

---

[2]
Computed, not measured: 2 unconnected molecules or ions with the total composition C2H12N4Si, with the ωB97M-V functional and the def2-TZVPD basis.

```
19
Properties=species:S:1:pos:R:3:forces:R:3:nbo_charge:R:1
C 1.184362 0.191235 1.533143 -0.71 0.79 2.66 -1.20
C 1.107926 2.032584 -1.037736 1.60 -3.01 0.99 -1.05
N -2.770035 -0.554084 0.623738 0.54 -2.59 -1.40 -0.64
N 0.005780 -2.458246 -0.269291 3.00 -1.91 0.27 -0.65
N -2.100875 0.637588 0.400383 3.98 0.79 1.74 -0.69
N 0.098536 -1.252226 -0.963570 1.84 2.05 1.61 -0.88
Si 0.413235 0.342470 -0.180031 -2.65 -0.34 0.39 1.62
H 2.295324 0.114243 1.659419 -0.88 -0.06 -0.49 0.25
H 0.932787 1.275331 1.931694 0.45 -1.94 -0.61 0.26
H 0.709137 -0.520813 2.376984 0.85 1.45 -2.28 0.26
H 1.983877 2.376937 -0.428655 -1.15 -0.01 -0.19 0.24
H 1.523748 1.884254 -2.029170 -0.33 -0.11 -0.28 0.24
H 0.248916 2.628555 -1.041392 -0.92 1.38 0.02 0.24
H -2.260877 -1.129318 1.352310 -0.85 1.15 -1.04 0.33
H -2.762841 -1.155896 -0.267379 -0.05 0.65 1.66 0.31
H -0.542465 -2.447498 0.547648 -1.03 0.54 1.02 0.33
H 0.962776 -2.804610 0.081523 -1.77 0.83 -1.11 0.34
H -2.331371 1.034491 -0.466377 -0.95 0.32 -1.42 0.32
H -0.515125 -1.265802 -1.716955 -0.98 0.01 -1.53 0.37
```
Forces are in eV/Å.

The largest force on an atom is 0.0859 hartree/bohr. The total energy comes out at -16102.7617 eV. The value obtained for the energy relative to the best compared isomer or geometry (same formula, charge and spin) is 190.3 kJ/mol. As for the LUMO energy: 0.60 eV. As for the HOMO-LUMO gap: 7.2090 eV. For the HOMO energy, the calculation gives -6.61 eV.

---

[3]
Computed, not measured: a molecular structure, C40H53N10O5P, with the ωB97M-V functional and the def2-TZVPD basis.

```
109
Properties=species:S:1:pos:R:3:forces:R:3:mulliken_charge:R:1
O 2.659486 -1.496908 -0.755991 0.46 1.22 -2.30 -0.64
H 3.074486 -0.557908 -0.625991 -0.30 -1.01 0.00 0.68
H 1.710486 -1.219908 -1.269991 0.75 0.81 -0.29 -0.47
H 2.069486 -1.556908 -0.002991 -0.93 -0.47 2.70 0.42
P 0.033486 -0.015908 0.029009 7.50 -5.58 -2.78 -1.39
O 0.965486 1.095092 0.378009 -1.09 1.72 0.33 0.20
O 0.645486 -1.305908 0.712009 -1.21 1.79 0.73 0.87
O 0.491486 -0.363908 -1.432991 -0.20 0.31 0.78 -1.02
O -1.356514 0.149092 0.187009 -4.84 1.61 0.84 -0.86
N -2.857514 -0.806908 2.062009 0.51 -1.58 -0.41 1.46
C -4.215514 -0.833908 2.087009 2.25 -2.86 4.52 -0.61
C -4.557514 -1.612908 3.221009 -0.59 0.36 1.30 -0.96
C -3.213514 -1.971908 3.877009 -3.58 -0.61 -2.10 -0.92
C -2.282514 -1.689908 2.959009 -0.43 3.15 -0.37 -1.42
H -2.277514 -0.290908 1.418009 -0.34 -0.37 -0.28 0.03
H -4.612514 -0.167908 1.458009 -2.48 1.91 -2.24 0.68
H -5.674514 -1.840908 3.646009 3.19 0.71 -1.16 0.19
H -2.984514 -2.466908 4.762009 -0.24 -1.07 1.33 0.53
H -1.231514 -1.754908 2.943009 1.03 -0.25 0.28 1.26
N 1.357486 3.645092 -0.247991 2.25 -5.79 0.31 0.93
C 0.293486 4.319092 0.230009 -0.83 -1.38 1.73 0.39
C 0.528486 5.625092 -0.032991 1.00 2.83 -3.66 -0.98
C 1.794486 5.553092 -1.027991 -1.45 7.74 1.04 -0.41
C 2.361486 4.396092 -0.994991 -8.11 -1.45 4.14 -0.86
H 1.343486 2.536092 0.055009 0.07 4.26 -1.78 0.01
H -0.510514 3.616092 0.864009 2.25 2.57 -1.78 0.02
H -0.091514 6.596092 0.000009 0.91 -2.08 0.25 0.27
H 2.373486 6.515092 -1.524991 -1.86 -2.38 1.40 0.14
H 3.219486 4.132092 -1.311991 5.60 -2.67 -2.15 0.64
N -2.705514 2.295092 1.013009 1.10 0.45 -0.15 0.83
C -2.998514 3.360092 0.133009 3.91 -4.06 -2.36 -0.01
C -4.090514 4.029092 0.537009 0.19 -1.75 2.00 -0.85
C -4.403514 3.299092 1.785009 -3.62 2.27 2.07 -0.70
C -3.502514 2.338092 2.162009 -0.71 4.63 -7.82 -1.09
H -2.089514 1.503092 0.683009 -0.73 1.43 0.80 0.05
H -2.217514 3.171092 -0.804991 -2.64 1.58 2.11 0.11
H -4.544514 4.866092 0.063009 -0.43 0.29 0.03 0.50
H -5.380514 3.525092 2.387009 2.11 -0.21 -0.95 0.15
H -3.429514 1.706092 2.883009 0.27 -3.78 4.40 1.03
N 1.030486 2.004092 2.611009 -0.08 0.64 -0.36 1.01
C 1.912486 2.904092 3.212009 -1.34 -2.55 0.59 -0.86
C 1.669486 2.951092 4.543009 -3.10 0.04 2.75 -0.83
C 0.332486 2.188092 4.737009 4.21 1.48 -2.40 -0.62
C 0.052486 1.624092 3.534009 -0.91 -1.04 -0.85 -0.37
H 1.137486 1.664092 1.505009 -1.02 0.44 3.40 -0.25
H 2.758486 3.162092 2.671009 1.31 0.87 -0.92 0.53
H 2.124486 3.521092 5.421009 -0.40 -0.78 -1.78 0.26
H -0.200514 2.048092 5.591009 -1.26 -0.22 2.34 0.61
H -0.872514 0.898092 3.353009 2.37 1.72 -0.11 0.09
N -0.175514 1.135092 -3.423991 -0.71 -3.50 2.45 1.07
C 0.148486 2.410092 -3.355991 -0.38 2.45 -2.21 -0.23
C -0.266514 2.907092 -4.641991 0.27 1.68 -0.62 -0.78
C -0.838514 1.722092 -5.369991 -1.35 7.05 -5.67 -0.27
C -0.845514 0.779092 -4.521991 0.55 -3.90 2.14 -1.10
H -0.048514 0.373092 -2.715991 0.24 1.48 0.05 -0.36
H 0.539486 2.848092 -2.409991 -0.19 -0.19 -1.20 0.53
H -0.222514 4.044092 -5.063991 0.00 -3.14 1.26 0.18
H -1.378514 1.719092 -6.472991 1.62 0.13 3.17 0.15
H -1.215514 -0.195908 -4.598991 -0.34 -1.32 -0.11 0.64
N 2.187486 -1.897908 2.571009 1.38 -0.47 3.70 0.56
C 2.756486 -1.002908 3.497009 -1.43 0.96 -2.01 0.09
C 3.713486 -1.570908 4.238009 4.11 -2.00 0.29 -0.93
C 3.809486 -3.007908 3.774009 -0.66 3.62 1.45 -0.56
C 2.734486 -3.083908 2.951009 0.35 -5.68 -3.00 -0.30
H 1.400486 -1.644908 1.940009 0.11 -0.19 0.44 0.06
H 2.317486 -0.037908 3.397009 0.30 0.92 0.51 0.25
H 4.666486 -1.166908 4.768009 -2.48 -0.09 -0.61 0.19
H 4.651486 -3.646908 4.035009 -0.85 -0.28 -0.08 0.41
H 2.503486 -4.185908 2.513009 -0.07 3.12 0.40 0.09
N 0.648486 -2.070908 -3.221991 0.19 -4.33 -3.20 0.45
C -0.017514 -3.340908 -3.129991 0.90 2.58 -0.82 -0.49
C 0.115486 -3.962908 -4.339991 1.26 1.18 -0.82 -0.72
C 0.974486 -3.052908 -5.153991 -0.72 -0.36 0.11 -0.84
C 1.317486 -1.881908 -4.489991 -3.04 -3.22 3.15 -0.59
H 0.509486 -1.507908 -2.452991 -0.10 1.96 1.40 0.96
H -0.566514 -3.538908 -2.204991 0.21 -0.10 -0.54 0.39
H -0.297514 -4.928908 -4.673991 0.35 0.76 0.29 0.41
H 1.146486 -3.243908 -6.191991 0.45 -0.12 -0.38 0.35
H 1.944486 -1.033908 -4.590991 0.23 0.48 -0.60 0.56
N 3.280486 1.166092 -0.234991 -0.99 -0.43 -0.23 1.64
C 3.601486 1.326092 -1.561991 1.34 0.76 0.69 -0.12
C 4.906486 1.694092 -1.601991 0.71 -0.44 -0.84 -0.49
C 5.386486 1.622092 -0.182991 -2.38 0.19 -6.30 -1.54
C 4.403486 1.389092 0.604009 -5.56 -1.29 -1.20 -0.81
H 2.227486 1.257092 -0.002991 2.05 -1.07 0.11 0.00
H 2.974486 1.191092 -2.434991 -0.52 0.06 0.55 0.21
H 5.297486 1.897092 -2.657991 0.42 -0.25 2.15 0.32
H 6.225486 1.890092 0.138009 7.26 1.94 2.24 0.70
H 4.160486 1.289092 1.606009 0.41 -0.02 1.89 0.45
N 0.021486 -3.741908 0.471009 -1.97 2.14 1.57 1.52
C -0.992514 -4.356908 1.220009 -1.74 -0.14 0.48 -0.31
C -0.825514 -5.738908 1.147009 3.54 2.89 -1.60 -0.63
C 0.489486 -5.851908 0.364009 -3.52 -2.61 1.45 -1.03
C 0.805486 -4.664908 -0.094991 2.04 1.93 -0.65 -0.54
H 0.373486 -2.733908 0.697009 -1.41 -1.39 -1.10 -0.36
H -1.957514 -3.806908 1.730009 3.06 -1.14 -1.46 -0.16
H -1.469514 -6.445908 1.564009 -0.57 -1.14 0.48 0.57
H 1.025486 -6.713908 0.122009 0.39 -1.45 -0.38 0.46
H 1.592486 -4.339908 -0.806991 -0.45 -0.41 0.85 0.37
N -3.066514 -0.945908 -1.401991 2.80 -0.62 2.17 0.84
C -3.385514 -2.259908 -1.226991 0.85 -1.80 2.28 -0.16
C -4.282514 -2.648908 -2.123991 -1.84 2.96 -2.89 -0.82
C -4.510514 -1.377908 -2.987991 0.72 -4.84 3.22 -0.88
C -3.673514 -0.499908 -2.510991 1.65 2.82 0.49 -0.62
H -2.280514 -0.522908 -0.798991 -1.74 -0.40 -1.64 -0.18
H -2.988514 -3.014908 -0.455991 -0.32 2.02 -0.89 0.06
H -4.859514 -3.530908 -2.101991 -0.28 -0.88 -0.26 0.51
H -4.971514 -1.166908 -3.836991 -2.45 0.10 -3.59 0.55
H -3.359514 0.427092 -2.972991 -0.23 0.19 0.31 0.50
```
Forces are in eV/Å.

The largest force on an atom is 0.1896 hartree/bohr. Its charge is -2. The total energy comes out at -76757.7337 eV. The value obtained for the energy relative to the best compared isomer or geometry (same formula, charge and spin) is 98.2 kJ/mol. As for the LUMO energy: 4.50 eV. As for the HOMO-LUMO gap: 8.1129 eV. For the HOMO energy, the calculation gives -3.61 eV.